{"formula": "C26H27ClN2O5", "method": "the ωB97M-V functional and the def2-TZVPD basis", "molar_mass_g_mol": 483.0, "homo_ha": -0.291, "multiplicity": 1, "total_energy_ha": -1952.86340, "smiles": "COc1ccc(CCN2C[C@@]34C=C[C@@H](O3)[C@H](C(=O)NCc3ccccc3Cl)[C@H]4C2=O)cc1OC", "lumo_energy_ev": 0.71, "de_lowest_kcal_mol": 1.9, "species": ["C", "O", "C", "C", "C", "C", "C", "C", "N", "C", "C", "C", "C", "C", "O", "C", "C", "O", "N", "C", "C", "C", "C", "C", "C", "C", "Cl", "C", "C", "O", "C", "C", "O", "C", "H", "H", "H", "H", "H", "H", "H", "H", "H", "H", "H", "H", "H", "H", "H", "H", "H", "H", "H", "H", "H", "H", "H", "H", "H", "H", "H"], "coordinates": [[1.009819, -1.273479, 2.703358], [-0.223186, -0.668283, 2.381799], [-0.288614, 0.664228, 2.042970], [-1.559754, 1.220877, 2.148075], [-1.835954, 2.492582, 1.691123], [-0.832838, 3.245268, 1.099710], [-1.144821, 4.541438, 0.399919], [-2.019818, 4.275063, -0.844148], [-1.519405, 3.180616, -1.639408], [-0.399325, 3.313675, -2.553126], [0.150660, 1.904307, -2.624753], [0.786686, 1.180470, -3.787266], [1.371745, 0.125053, -3.229445], [1.159728, 0.274355, -1.738056], [1.102559, 1.679082, -1.589161], [-0.326396, -0.089084, -1.391983], [-0.674008, -1.526024, -1.702235], [-0.635784, -1.997673, -2.820590], [-0.992529, -2.239342, -0.602252], [-1.167601, -3.674606, -0.628659], [-0.324983, -4.327791, 0.432529], [-0.914878, -5.063598, 1.452760], [-0.155443, -5.646587, 2.451265], [1.220394, -5.494080, 2.449290], [1.831599, -4.762572, 1.446768], [1.061304, -4.186958, 0.449257], [1.858529, -3.281500, -0.795414], [-1.043780, 0.980758, -2.217978], [-1.955230, 1.912116, -1.445415], [-2.921711, 1.594004, -0.789936], [0.455931, 2.732995, 1.075935], [0.757529, 1.459412, 1.543535], [2.021414, 0.926014, 1.500833], [3.075359, 1.729791, 1.028204], [1.642177, -1.402196, 1.822459], [1.553918, -0.699983, 3.456202], [0.751537, -2.253457, 3.107116], [-2.341198, 0.601786, 2.558552], [-2.841502, 2.874927, 1.757726], [-0.216598, 5.031277, 0.100210], [-1.691234, 5.218267, 1.059703], [-2.088449, 5.174416, -1.462559], [-3.021976, 3.979037, -0.525179], [0.351766, 3.999140, -2.156035], [-0.739568, 3.671227, -3.532730], [0.662964, 1.437234, -4.819802], [1.870533, -0.703426, -3.688567], [1.898445, -0.176919, -1.081483], [-0.471343, 0.119342, -0.330591], [-1.024409, -1.791882, 0.302445], [-2.221593, -3.931952, -0.476907], [-0.867880, -4.001522, -1.630679], [-1.988564, -5.179967, 1.457666], [-0.637446, -6.215921, 3.231209], [1.820536, -5.943262, 3.225680], [2.902536, -4.636235, 1.431399], [-1.560652, 0.548470, -3.076853], [1.239421, 3.328564, 0.637050], [2.918794, 2.019735, -0.014520], [3.205245, 2.624087, 1.646638], [3.967344, 1.108688, 1.104344]], "atomic_forces_ev_per_a": [[0.38, -0.37, 0.15], [-0.28, 0.35, -0.29], [-0.04, 0.08, 0.10], [0.22, -0.05, 0.00], [0.20, 0.01, 0.08], [0.09, 0.10, 0.23], [-0.12, -0.13, -0.15], [-0.10, 0.10, 0.13], [0.12, 0.37, 0.00], [0.16, -0.08, -0.11], [-0.33, -0.07, -0.36], [0.28, 0.15, 0.20], [0.16, 0.25, -0.07], [0.02, -0.53, 0.07], [-0.15, 0.27, 0.20], [0.10, 0.08, -0.02], [-0.14, 0.37, 0.31], [0.05, -0.08, -0.34], [-0.27, -0.25, 0.36], [-0.03, 0.01, -0.23], [0.02, 0.07, -0.06], [0.07, 0.01, -0.05], [0.00, -0.05, 0.08], [-0.04, -0.01, 0.02], [0.02, 0.07, -0.10], [-0.10, -0.14, 0.21], [0.23, -0.05, -0.10], [-0.04, 0.11, 0.18], [0.03, -0.41, -0.36], [-0.32, -0.17, 0.17], [0.00, -0.02, 0.13], [-0.04, -0.12, 0.19], [-0.46, -0.20, 0.01], [0.20, 0.14, -0.13], [-0.04, -0.01, 0.09], [-0.02, -0.02, -0.02], [0.04, 0.04, 0.00], [-0.09, -0.10, 0.06], [-0.16, 0.02, -0.06], [0.01, 0.06, 0.06], [0.05, 0.10, -0.02], [-0.09, -0.04, 0.04], [0.05, 0.12, -0.06], [0.02, 0.01, -0.06], [0.11, 0.02, 0.05], [-0.05, -0.06, -0.33], [0.02, -0.21, -0.22], [0.00, 0.04, 0.05], [0.03, -0.05, -0.11], [0.08, 0.16, -0.07], [0.13, -0.07, -0.05], [-0.10, 0.00, 0.15], [-0.12, 0.01, -0.02], [-0.04, -0.05, 0.07], [0.06, -0.04, 0.07], [0.11, 0.03, -0.03], [0.00, 0.09, 0.04], [0.10, 0.03, -0.09], [0.03, 0.03, 0.06], [-0.01, -0.02, -0.03], [-0.02, 0.09, -0.02]], "nbo_charge": [-0.243, -0.523, 0.218, -0.224, -0.194, -0.036, -0.416, -0.213, -0.439, -0.219, 0.221, -0.210, -0.181, 0.052, -0.521, -0.318, 0.691, -0.636, -0.610, -0.267, 0.013, -0.208, -0.213, -0.204, -0.230, -0.046, 0.004, -0.327, 0.707, -0.623, -0.286, 0.295, -0.531, -0.258, 0.185, 0.181, 0.189, 0.226, 0.217, 0.201, 0.220, 0.199, 0.233, 0.214, 0.199, 0.223, 0.230, 0.219, 0.244, 0.415, 0.203, 0.251, 0.215, 0.218, 0.219, 0.228, 0.255, 0.220, 0.195, 0.176, 0.197]}